C3H12N2OS | ωB97M-V/def2-TZVPD

Structure (XYZ):
```
19
Properties=species:S:1:pos:R:3
C -0.99351 0.15976 -0.64499
C -0.86362 1.47107 -1.38849
S -2.45739 2.31423 -1.74391
N 0.26055 -0.55582 -0.39456
C 1.27955 0.24916 0.25565
N 0.99415 0.89813 1.50723
H -1.54115 -0.57320 -1.26166
H -1.57343 0.22945 0.27565
H -0.41122 2.22025 -0.72669
H -0.15428 1.40137 -2.21329
H -2.75842 1.72976 -2.90059
H 0.65408 -1.27816 -0.96438
H 1.51758 1.10596 -0.40448
H 2.21750 -0.30378 0.33405
H 0.08398 1.31011 1.63653
H 1.27920 0.52722 2.40067
H 1.54921 -3.36332 2.16903
H 0.04982 -3.50941 2.01940
O 0.86741 -4.03277 2.04481
```

E_tot = -19166.5919 eV
Kohn-Sham gap (spin up / spin down) = 1.82 / 7.84 eV
molecular weight = 124.2 g mol⁻¹
E_HOMO (spin up / spin down) = 1.076 / -5.019 eV
multiplicity = 2
total charge = -1

=====

C3H12N2OS | ωB97M-V/def2-TZVPD

Structure (XYZ):
```
19
Properties=species:S:1:pos:R:3
N -1.56755 -0.06322 0.97553
C -0.94577 0.61686 -0.17358
C -1.41984 0.12192 -1.52128
S -3.06883 1.03982 -1.73155
C 0.57760 0.46925 -0.03905
N 1.00696 0.22668 1.42959
H -0.97286 -0.83352 1.36223
H -2.47238 -0.41972 0.60043
H -1.14492 1.67046 -0.17263
H -1.75977 -0.84428 -1.39008
H -0.72887 0.13491 -2.33784
H -3.29967 1.27454 -0.41622
H 0.83211 -0.39158 -0.71921
H 1.18449 1.37017 -0.31504
H 0.60539 -0.66382 1.80971
H 0.71198 1.05178 1.99191
H 4.62472 -1.88305 -0.34034
H 3.61068 -1.07529 0.41925
O 4.22651 -1.80191 0.56816
```

E_tot = -19167.1420 eV
Kohn-Sham gap = 9.95 eV
molecular weight = 124.2 g mol⁻¹
E_HOMO = -9.198 eV
SMILES = NC[C@H](N)CS.O

=====

C3H12N2OS | ωB97M-V/def2-TZVPD

Structure (XYZ):
```
19
Properties=species:S:1:pos:R:3
N 0.19252 -0.02818 2.02233
C 0.44404 -0.79655 0.81924
C -0.38139 -2.14153 0.96073
S -0.02452 -3.22564 2.34997
C -0.20313 0.06069 -0.32649
N 0.64051 1.19914 -0.77562
H 1.03518 0.16348 2.54517
H -0.37743 0.74772 1.66967
H 1.41452 -0.96857 0.39696
H -1.41319 -1.89401 0.92524
H -0.33267 -2.68122 0.00672
H 1.24579 -3.78130 2.17410
H -1.07608 0.61502 0.11126
H -0.57887 -0.48197 -1.22912
H 1.10050 1.07561 -1.58594
H -0.13149 1.86421 -1.05792
H -0.06897 4.07856 -2.87256
H -1.15487 2.94294 -2.86288
O -0.33044 3.25160 -3.27086
```

E_tot = -19167.0344 eV
Kohn-Sham gap = 9.23 eV
molecular weight = 124.2 g mol⁻¹
E_HOMO = -8.752 eV
SMILES = NC[C@@H](N)CS.O

=====

C3H12N2OS2 | ωB97M-V/def2-TZVPD

Structure (XYZ):
```
20
Properties=species:S:1:pos:R:3
S 1.89794 0.84036 -1.50443
S -1.78139 -2.89974 -0.66307
C -0.64027 -1.64415 0.04007
C -1.27035 -0.22379 0.08779
C -0.32063 0.73615 0.83514
N -0.58089 2.05595 0.31046
N -1.48540 0.08756 -1.33937
H 2.12413 1.90078 -0.72024
H -0.53495 -1.87068 1.14275
H 0.39368 -1.59952 -0.19807
H -2.21378 -0.32428 0.64442
H -0.57467 0.71920 1.94973
H 0.71055 0.39190 0.62654
H -0.14946 2.08050 -0.59293
H -0.08849 2.74015 0.87662
H -1.50600 -0.80643 -1.81235
H -2.23202 0.73724 -1.63601
H 2.39978 -0.51044 0.08575
H 3.33809 -1.45564 0.90868
O 2.51412 -0.95512 0.95851
```

E_tot = -29998.2647 eV
Kohn-Sham gap = 3.37 eV
molecular weight = 156.3 g mol⁻¹
E_HOMO = -8.104 eV

=====

C3H12N2S | ωB97M-V/def2-TZVPD

Structure (XYZ):
```
18
Properties=species:S:1:pos:R:3
C 0.56140 1.42594 -2.43082
S 1.72409 0.45516 -1.41161
C 1.57237 1.44424 0.14077
H 0.55200 0.97101 -3.42981
H 1.04020 2.39030 -2.64318
H -0.44099 1.58872 -2.02953
H 1.01305 0.86356 0.87023
H 2.56662 1.69667 0.49583
H 0.94717 2.30715 -0.06096
N -0.17944 -2.23264 1.95755
C -1.06276 -1.17863 1.40424
N -1.53464 -1.18363 0.04725
H -0.65151 -2.67942 2.73178
H 0.07946 -2.93362 1.27610
H -1.87375 -0.93638 2.09986
H -0.41780 -0.29981 1.50375
H -1.36358 -0.36846 -0.52018
H -2.53189 -1.33016 -0.00125
```

E_tot = -17120.1500 eV
Kohn-Sham gap = 9.42 eV
molecular weight = 108.2 g mol⁻¹
E_HOMO = -8.474 eV
SMILES = CSC.NCN

=====

C3H12N2S | ωB97M-V/def2-TZVPD

Structure (XYZ):
```
18
Properties=species:S:1:pos:R:3
C 0.26741 0.72101 -2.71408
C 1.56546 -0.00098 -2.40934
S 1.44292 -1.11167 -0.98832
H -0.56633 0.03912 -2.89991
H -0.03087 1.33766 -1.85985
H 0.32147 1.43677 -3.53774
H 2.35939 0.70851 -2.19154
H 1.92009 -0.54092 -3.28894
H 0.13690 -1.34951 -0.84110
N 0.08829 0.21713 1.60643
C -1.21616 0.16765 2.29543
N -1.46185 -1.03471 3.05403
H 0.15712 1.07524 1.07630
H 0.80119 0.17769 2.32395
H -2.01272 0.28189 1.56199
H -1.31019 1.05245 2.93497
H -0.64194 -1.45389 3.47242
H -1.82017 -1.72344 2.40530
```

E_tot = -17120.4494 eV
Kohn-Sham gap = 9.26 eV
molecular weight = 108.2 g mol⁻¹
E_HOMO = -8.358 eV
SMILES = CCS.NCN

=====

C3H12N3 | ωB97M-V/def2-TZVPD

Structure (XYZ):
```
18
Properties=species:S:1:pos:R:3
C 1.32789 -1.49225 -0.40937
C 1.18498 0.86272 -0.89650
C -1.65007 -0.15093 0.42106
N -1.01022 0.93572 1.41066
N -0.75576 -0.45553 -0.59042
N 0.61861 -0.27464 -0.28084
H 2.10367 -1.61194 -1.09416
H 1.82703 -1.77107 0.55599
H 0.62186 -2.40688 -0.64455
H 1.67756 0.69732 -1.79353
H 0.38729 1.64937 -1.03515
H 1.88443 1.22326 -0.22615
H -2.55388 0.33454 0.12860
H -1.76511 -1.01617 1.12394
H -1.57508 0.83186 2.38420
H -1.25215 1.85435 1.03455
H -1.07519 -0.09526 -1.48476
H 0.00415 0.88551 1.39642
```

E_tot = -7766.9186 eV
Kohn-Sham gap = 9.66 eV
molecular weight = 90.1 g mol⁻¹
E_HOMO = -13.297 eV
total charge = +1
SMILES = CN(C)NC[NH3+]

=====

C3H12N3O | ωB97M-V/def2-TZVPD

Structure (XYZ):
```
19
Properties=species:S:1:pos:R:3
C -1.91305 -1.15687 1.50251
O -0.63186 -0.75028 2.23515
H -0.91118 -0.04640 2.89938
H -2.10175 -2.15640 1.95869
H -2.69357 -0.54201 1.77499
H -1.71892 -1.31213 0.50962
C 0.40420 1.56442 0.46590
C 0.90084 0.10656 -1.31469
N 0.51200 0.20607 -0.00898
N 0.51238 0.92263 -2.33072
N 1.66117 -0.97491 -1.62814
H 0.81093 -0.46737 0.71053
H -0.46688 1.25359 -2.34056
H 0.83972 0.69260 -3.32291
H 2.41382 -1.24914 -0.99059
H 1.38369 -1.83463 -2.34713
H 1.52643 2.10315 0.61351
H -0.01432 1.39988 1.56091
H -0.51365 2.24122 0.05254
```

E_tot = -9815.2351 eV
Kohn-Sham gap = 10.35 eV
molecular weight = 106.1 g mol⁻¹
E_HOMO = -13.982 eV
total charge = +1

=====

C3H12N3O | ωB97M-V/def2-TZVPD

Structure (XYZ):
```
19
Properties=species:S:1:pos:R:3
C -1.07574 1.33543 -0.28613
C 2.01306 1.07097 0.05325
C -0.89141 -1.27825 0.24717
N -1.30456 -1.97970 -0.84961
N -0.21670 0.22723 -0.25739
N 0.75801 0.52044 0.68905
O 0.19278 -1.89938 0.86686
H -1.77746 1.12736 -1.07542
H -1.61173 1.56240 0.65191
H -0.51039 2.14362 -0.56712
H 1.97875 2.08615 -0.19021
H 2.87423 1.03895 0.71077
H 2.11569 0.48711 -0.80256
H -1.70377 -1.12734 0.94359
H -2.29747 -1.99896 -1.08340
H -0.68269 -2.03203 -1.66215
H 1.14245 -0.28359 1.29880
H 0.44708 1.27054 1.24983
H 0.54986 -2.27094 0.06278
```

E_tot = -9814.6443 eV
Kohn-Sham gap = 11.13 eV
molecular weight = 106.1 g mol⁻¹
E_HOMO = -14.046 eV
total charge = +1
SMILES = C[NH2+]N(C)[C@@H](N)O

=====

C3H12N3S | ωB97M-V/def2-TZVPD

Structure (XYZ):
```
19
Properties=species:S:1:pos:R:3
C 0.65454 -0.08310 -1.85523
C -0.58985 1.70712 1.27772
C 0.04671 0.92282 -0.91894
N -0.23070 -0.63022 0.78466
N -0.38259 0.64787 0.28222
N 0.13128 -3.48610 0.97566
S -0.13478 2.48346 -1.62796
H 0.67067 -1.11947 -1.41437
H 0.06387 -0.10866 -2.79246
H 1.63567 0.22397 -2.15479
H -0.15565 2.71789 0.88985
H -1.57847 1.76628 1.57677
H 0.01339 1.56541 2.12629
H -0.32620 -0.65739 1.77480
H -0.55192 -1.53660 0.37128
H 0.22011 -4.18269 0.27351
H -0.79016 -3.64290 1.45917
H 0.81384 -3.81220 1.59785
H 1.02983 2.58521 -2.30514
```

E_tot = -18603.1334 eV
Kohn-Sham gap = 9.32 eV
molecular weight = 122.2 g mol⁻¹
E_HOMO = -13.280 eV
total charge = +1

=====

C3H12N4 | ωB97M-V/def2-TZVPD

Structure (XYZ):
```
19
Properties=species:S:1:pos:R:3
C 2.30048 0.47462 0.50769
N 1.52693 -0.26094 -0.48865
H 1.97456 -0.12569 -1.39956
H 0.67496 -0.47117 -1.03524
H 2.70638 -0.22541 1.23688
H 1.69766 1.21865 1.03695
H 3.13526 0.99365 0.03790
N -1.16092 0.48314 -0.12453
N -1.98202 0.17924 -1.22295
N -1.18496 1.77329 0.42975
C -0.35046 -0.63537 0.67614
C -0.66731 -1.93316 0.49579
H -1.39893 -0.13339 -1.99910
H -2.53505 -0.65330 -0.99821
H -0.77751 2.43767 -0.23011
H -2.15710 2.05358 0.55755
H -0.22801 -0.21044 1.66244
H -0.72622 -2.38862 -0.48198
H -0.84773 -2.57632 1.33922
```

E_tot = -9259.6640 eV
Kohn-Sham gap = 8.52 eV
molecular weight = 104.2 g mol⁻¹
E_HOMO = -7.538 eV
SMILES = C=CN(N)N.CN

=====

C3H12N6O3Rb | ωB97M-V/def2-TZVPD

Structure (XYZ):
```
25
Properties=species:S:1:pos:R:3
Rb -0.17947 -2.08325 0.47392
C 1.36404 -1.08536 -3.27026
O 0.74308 -1.38765 -2.24297
N 1.85916 -2.01210 -4.13774
N 1.58082 0.21249 -3.59527
H 2.52474 -1.74455 -4.83410
H 1.77779 -2.94994 -3.78698
H 2.16038 0.39630 -4.39401
H 1.34551 0.96514 -2.98333
C 1.62741 0.56965 2.01049
O 1.99405 -0.31609 1.22662
N 1.16605 1.78543 1.56928
N 1.57359 0.40914 3.35601
H 1.23704 2.04277 0.60466
H 0.91820 2.47848 2.24829
H 1.63573 -0.52008 3.72220
H 1.64029 1.24751 3.89903
C -2.71498 0.02204 1.50440
O -1.74872 -0.44373 2.12861
N -3.87043 -0.65717 1.27218
N -2.68862 1.29234 1.01047
H -3.96001 -1.65138 1.32709
H -4.66040 -0.10348 1.00228
H -3.46835 1.75108 0.58755
H -1.85692 1.78241 1.30161
```

E_tot = -19043.3294 eV
Kohn-Sham gap = 10.32 eV
molecular weight = 265.6 g mol⁻¹
E_HOMO = -12.953 eV
total charge = +1

=====

C3H12N6O3Tl | ωB97M-V/def2-TZVPD

Structure (XYZ):
```
25
Properties=species:S:1:pos:R:3
Tl 1.77851 -0.64032 1.34260
C 0.50917 -2.21950 -2.24066
O 0.71221 -1.91421 -1.04145
N 0.90674 -1.45797 -3.28849
N -0.14736 -3.36279 -2.53303
H 1.24998 -0.52895 -3.09220
H 0.57004 -1.74454 -4.19718
H -0.36046 -4.01552 -1.78790
H -0.53601 -3.52792 -3.45258
C 1.57142 2.10581 -1.47030
O 1.87697 0.92889 -1.14710
N 2.44425 3.12962 -1.52675
N 0.26682 2.42302 -1.74405
H 2.10400 3.99098 -1.92226
H 3.37913 2.98911 -1.16676
H -0.43887 1.70527 -1.76012
H -0.02314 3.38787 -1.70556
C -1.63951 -0.25698 3.74100
O -0.75002 -0.52311 2.89537
N -1.67878 0.93376 4.39122
N -2.52682 -1.18050 4.13468
H -2.40675 1.11467 5.06989
H -1.06219 1.68346 4.11268
H -3.42582 -0.86301 4.47910
H -2.37352 -2.15711 3.90984
```

E_tot = -23050.6066 eV
Kohn-Sham gap = 2.40 eV
molecular weight = 384.6 g mol⁻¹
E_HOMO = -19.494 eV
total charge = +3